Here is one molecule with the formula C5H8N2 in a non-equilibrium geometry from the Open Molecules 2025 dataset. Energies are from wB97M-V/def2-TZVPD.

**Gap between HOMO and LUMO**: 10.858 eV
**LUMO level**: 0.9821 eV
**Structure (SMILES)**: C[C@H]1CN[C@H]1C#N
**ΔE to the lowest compared entry with this formula, charge and spin**: 1.2941 eV
**HOMO**: -9.88 eV

Cartesian coordinates (Å):
C -0.44544 -1.58688 0.61075
C 0.22211 -0.23094 0.67267
C 1.32428 0.16161 -0.33023
N 0.82739 1.54960 -0.25009
C -0.49337 1.05643 0.17103
C -1.41344 0.79715 -0.95583
N -2.10674 0.62030 -1.86717
H -0.83259 -1.81106 -0.38793
H 0.27359 -2.36772 0.88156
H -1.27928 -1.64328 1.31876
H 0.57426 -0.02117 1.68719
H 1.14864 -0.31397 -1.30833
H 2.37047 0.02519 -0.03980
H 0.84263 2.08667 -1.11122
H -1.01254 1.67804 0.90864

Here is a 4-piece molecular cluster, C12H32O12S4 overall in a non-equilibrium geometry from the Open Molecules 2025 dataset. Energies are from wB97M-V/def2-TZVPD.

**Gap between HOMO and LUMO**: 11.269 eV
**LUMO level**: 0.4244 eV
**Structure (SMILES)**: CCOS(C)(=O)=O.CCOS(C)(=O)=O.CCOS(C)(=O)=O.CCOS(C)(=O)=O
**ΔE to the lowest compared entry with this formula, charge and spin**: 0.7994 eV
**HOMO**: -10.84 eV

Cartesian coordinates (Å):
C 0.65337 -0.77926 0.41783
C -0.56739 0.13106 0.54775
O -0.78298 0.19898 1.96818
S -2.26598 0.30297 2.49365
C -2.56667 -1.39295 2.90954
O -2.19615 1.08098 3.68496
O -3.17865 0.69857 1.45908
H 0.34507 -1.74087 0.82366
H 1.36809 -0.32100 1.09828
H 1.00735 -0.87613 -0.60160
H -0.33142 1.07569 0.05987
H -1.43966 -0.26674 0.02663
H -3.59449 -1.46566 3.24945
H -1.80054 -1.63749 3.63796
H -2.45723 -1.98375 2.00208
C -0.74430 -8.29895 0.61421
C -0.52415 -6.94549 1.20685
O -0.82778 -5.97539 0.14950
S -0.50038 -4.45852 0.40974
C 1.26682 -4.39008 0.19491
O -1.08632 -3.68328 -0.61299
O -0.74851 -4.19889 1.78566
H -0.79116 -9.04216 1.41241
H 0.07194 -8.55527 -0.06288
H -1.66884 -8.40683 0.05164
H -1.26848 -6.73155 1.98107
H 0.43633 -6.78797 1.69933
H 1.78280 -4.80702 1.05322
H 1.54222 -3.34663 0.08596
H 1.43523 -4.97384 -0.70834
C 2.18386 3.19468 -1.89892
C 3.39663 2.29734 -1.57188
O 2.90320 0.99575 -1.18971
S 4.03771 -0.13662 -1.21314
C 3.59162 -0.79125 -2.80696
O 5.27648 0.54947 -1.26669
O 3.77128 -1.12089 -0.23931
H 2.43079 4.08827 -2.46136
H 1.70791 3.48070 -0.95842
H 1.45824 2.55648 -2.40005
H 3.89998 2.20615 -2.53726
H 4.00349 2.80470 -0.82954
H 3.84767 -0.11014 -3.60886
H 2.51622 -0.92094 -2.69764
H 4.03711 -1.77432 -2.93232
C -2.27997 5.74560 2.00901
C -1.31631 5.27494 0.96178
O -2.09681 5.33808 -0.26870
S -1.34118 5.10949 -1.64716
C -2.82549 5.29683 -2.59012
O -0.39212 6.13941 -1.84535
O -1.02348 3.72412 -1.68422
H -2.01962 5.39217 3.01252
H -3.28961 5.38212 1.84208
H -2.28812 6.82385 2.18378
H -0.45886 5.94776 0.89194
H -0.94635 4.25970 1.10128
H -3.38108 4.38001 -2.40760
H -2.60629 5.24720 -3.65729
H -3.36507 6.19675 -2.32751